{"formula": "C26H50ClF5P2PtSi2", "method": "ωB97M-V/def2-TZVPD", "symbols": ["C", "H", "Si", "H", "H", "H", "H", "H", "C", "H", "C", "H", "H", "H", "H", "H", "H", "F", "H", "H", "H", "H", "H", "H", "H", "C", "H", "F", "C", "H", "H", "H", "H", "F", "C", "H", "H", "P", "C", "C", "C", "H", "C", "C", "C", "H", "H", "H", "C", "Pt", "C", "H", "H", "H", "H", "H", "H", "Si", "C", "Cl", "C", "H", "H", "F", "C", "C", "H", "H", "C", "P", "H", "H", "H", "H", "H", "H", "H", "F", "H", "C", "C", "C", "C", "C", "C", "H", "C"], "coordinates": [[-1.42, -1.26, 1.23], [-3.07, 1.36, -0.13], [-1.31, -3.00, 1.93], [1.92, 3.96, -2.19], [0.10, 4.75, 1.09], [0.07, 2.05, 4.01], [0.15, -5.39, -2.29], [-0.54, 3.71, 4.23], [-0.95, -2.80, -2.83], [-3.10, -3.97, 0.43], [3.28, -2.70, -1.33], [2.59, 5.04, 0.62], [-3.67, 3.30, 2.17], [1.60, 5.87, -0.59], [-3.74, -3.40, 2.00], [-2.97, 4.11, 0.74], [3.52, -5.34, -0.89], [1.93, 1.08, 1.88], [4.12, -3.20, -1.83], [-1.80, -3.22, -3.38], [-1.16, -1.74, -2.66], [2.97, -1.85, -1.95], [-1.12, 2.00, -2.82], [1.91, -5.72, -0.26], [-1.75, 3.45, -0.93], [2.40, 5.15, -0.45], [3.03, 1.85, -1.39], [1.59, -1.04, 3.52], [-0.80, 2.71, 3.86], [0.12, 5.57, -2.15], [-1.87, -2.31, 4.26], [-2.81, -4.92, 1.92], [-1.64, 2.32, 4.44], [2.88, -2.34, 2.29], [-2.79, 3.84, 1.79], [3.63, -2.32, -0.36], [-0.91, -5.69, -0.89], [0.61, -3.02, -0.47], [-0.82, -3.58, -1.52], [2.10, 3.81, -1.11], [-1.44, 1.11, 1.34], [-3.11, -1.34, -0.25], [1.09, 0.00, -2.92], [-2.41, -0.72, 0.31], [0.20, -3.84, 1.11], [-0.07, 3.27, -3.50], [0.63, -0.87, -3.42], [-2.68, 4.77, 2.37], [2.16, -0.19, 1.33], [0.49, -0.90, 0.23], [2.66, -4.92, -0.36], [-0.82, 5.75, -0.64], [1.94, -0.30, -2.29], [2.98, -4.62, 0.64], [3.30, 5.57, -0.92], [1.06, -3.69, 1.79], [3.55, 2.68, 0.09], [-1.23, 2.84, 2.04], [-0.78, 5.25, -1.61], [1.76, 1.03, -4.21], [2.58, -1.03, 2.57], [-1.65, 5.60, -2.19], [-1.17, -3.94, 4.18], [3.67, -0.50, 3.16], [-2.89, -3.90, 1.51], [-1.09, -2.92, 3.79], [0.06, -4.92, 0.95], [-1.83, 3.51, -3.42], [3.27, 2.83, -0.96], [0.54, 2.96, -0.51], [-0.26, -0.16, 2.82], [0.35, 0.54, -2.30], [1.83, -4.05, -2.16], [-0.06, -2.91, -3.46], [-0.11, -2.50, 4.06], [-1.61, -5.32, -2.47], [1.13, 3.46, 1.78], [3.29, -0.06, 0.55], [-1.69, -3.35, -0.89], [-2.39, 0.67, 0.40], [2.15, -3.72, -1.16], [-0.78, -5.09, -1.79], [-0.80, -0.09, 1.87], [-0.86, 3.73, -1.51], [0.25, 3.66, 1.15], [4.15, 3.20, -1.49], [-0.96, 3.08, -2.89]], "s2": 6.02, "gap_ev": [4.070, 5.061], "charge": 0, "e_above_lowest_kcal_mol": 0.0, "multiplicity": 5}

=====

{"formula": "C4H12N2O", "method": "ωB97M-V/def2-TZVPD", "symbols": ["O", "H", "C", "H", "H", "C", "C", "H", "H", "N", "H", "H", "H", "N", "H", "H", "H", "C", "H"], "coordinates": [[-1.42, -1.84, 2.34], [2.09, -0.41, -0.24], [-1.15, -0.18, 0.56], [0.69, -1.12, -0.99], [0.62, 0.56, 1.34], [0.81, 0.92, -1.50], [-1.88, -0.59, 1.82], [-1.40, -1.02, -0.08], [-1.39, 0.85, 0.28], [0.30, -0.22, 0.78], [0.19, 1.65, -0.95], [0.15, 0.55, -2.29], [2.71, 0.77, -1.83], [2.06, 1.55, -1.96], [2.07, 1.61, -2.98], [-1.66, 0.13, 2.63], [-0.87, -2.29, 1.70], [1.04, -0.23, -0.48], [-2.97, -0.67, 1.85]], "s2": 0.75, "gap_ev": [2.546, 9.441], "charge": -1, "e_above_lowest_kcal_mol": 37.6, "multiplicity": 2}

=====

{"formula": "C3H2Cl2OS2", "method": "ωB97M-V/def2-TZVPD", "symbols": ["Cl", "S", "Cl", "C", "H", "H", "C", "O", "S", "C"], "coordinates": [[0.54, -0.97, 2.81], [1.78, 0.06, 0.28], [-0.13, 1.69, 1.80], [0.89, -0.06, -1.27], [1.56, 0.20, -2.01], [-0.84, -0.21, -2.41], [-0.30, -0.36, -1.58], [-2.38, 0.33, 0.57], [-1.36, -0.68, 0.48], [0.24, 0.00, 1.33]], "gap_ev": 8.985, "charge": 0, "e_above_lowest_kcal_mol": 71.7}

=====

{"formula": "C43H42FN3O2S2Si2V", "method": "ωB97M-V/def2-TZVPD", "symbols": ["Si", "H", "H", "H", "N", "H", "C", "H", "H", "H", "H", "H", "C", "O", "C", "C", "H", "H", "C", "C", "C", "H", "C", "F", "H", "H", "H", "V", "C", "H", "H", "C", "C", "C", "C", "H", "H", "C", "C", "H", "H", "C", "H", "S", "C", "H", "N", "C", "H", "S", "C", "H", "C", "H", "C", "H", "C", "C", "C", "H", "C", "O", "H", "H", "C", "C", "H", "C", "C", "N", "C", "H", "C", "C", "H", "C", "H", "C", "H", "H", "H", "Si", "H", "C", "H", "C", "C", "C", "C", "C", "C", "C", "C", "H", "H", "H"], "coordinates": [[-1.19, 1.45, -1.76], [0.25, -4.03, 3.37], [2.34, -0.27, -5.93], [3.25, 0.50, -3.76], [1.03, -1.66, 3.64], [-1.97, -4.58, 2.15], [3.98, -0.84, 0.49], [5.14, 2.57, -1.21], [-3.46, -4.18, 3.00], [4.24, -3.52, 3.27], [-3.00, -3.81, 0.37], [0.37, 6.16, -2.19], [2.27, 3.04, 0.53], [-0.69, 0.54, -0.40], [-4.02, -1.54, 1.38], [-2.36, -4.33, -1.58], [-2.62, -0.02, 3.66], [2.72, 2.98, -1.56], [5.20, -1.45, 0.77], [-1.47, -4.13, -2.62], [4.17, -2.78, 2.49], [1.89, -4.62, 3.08], [4.48, 2.68, -0.36], [0.65, -1.64, -1.11], [-3.16, -5.06, -1.68], [-3.08, -1.52, 4.44], [6.08, -1.16, 0.21], [-0.02, -0.39, 0.85], [-0.65, 5.83, -0.33], [-4.86, -1.69, 2.08], [0.10, 3.84, -2.96], [4.98, 2.61, 0.94], [-2.34, -1.06, 3.78], [5.29, -2.41, 1.77], [-0.15, 5.45, -1.57], [-1.56, -4.68, -3.54], [-0.10, -0.28, -6.31], [-1.48, 3.61, 0.03], [-1.26, -2.65, -0.21], [-1.63, 0.47, -4.53], [-1.37, -1.13, 4.28], [1.32, 0.92, -2.93], [-1.92, -3.90, 3.78], [1.88, 2.07, 4.33], [3.12, 2.89, -0.56], [-6.61, -0.22, -2.51], [1.68, -0.48, 3.91], [-0.38, -2.52, -1.27], [0.86, 3.52, 2.67], [-0.26, 0.95, 2.55], [4.14, 2.78, 2.02], [1.73, 1.25, -1.98], [2.18, 0.50, -3.93], [-0.52, 6.85, 0.00], [1.87, 3.30, 3.00], [3.88, -0.08, -0.27], [-3.24, -0.40, -2.29], [1.14, -3.89, 2.77], [1.19, 0.64, 3.57], [1.22, 3.25, 0.37], [-5.59, 0.10, -2.37], [1.67, -0.63, 0.98], [0.92, -4.08, 1.72], [-3.80, 2.90, -1.73], [-2.27, -3.61, -0.40], [-1.32, 4.92, 0.47], [-3.97, -0.47, 1.18], [-5.32, 1.44, -2.11], [2.88, -1.22, 1.23], [-1.12, -1.85, 0.97], [-4.55, -0.82, -2.47], [6.04, 2.44, 1.10], [1.69, -2.52, 2.95], [-0.97, 3.20, -1.21], [-4.26, -2.04, 0.45], [-0.45, -3.21, -2.46], [-2.44, -1.13, -2.37], [-0.56, 0.48, -4.35], [2.23, 4.19, 3.53], [-4.76, -1.86, -2.68], [6.24, -2.87, 1.98], [-2.45, -2.08, 2.24], [0.28, -3.00, -3.23], [-4.00, 1.85, -1.93], [-6.12, 2.15, -2.04], [-0.31, 4.14, -2.00], [2.77, 3.01, 1.83], [1.67, 0.06, -5.15], [-0.06, 0.91, -3.13], [-2.43, -3.86, 2.82], [-2.95, 0.94, -2.02], [0.30, 0.05, -5.36], [2.94, -2.18, 2.24], [-1.72, 5.22, 1.42], [-2.00, 2.90, 0.66], [4.53, 2.74, 3.03]], "gap_ev": 6.498, "charge": 1, "e_above_lowest_kcal_mol": 15.7}

=====

{"formula": "C13H17FN2O3", "method": "ωB97M-V/def2-TZVPD", "symbols": ["H", "C", "H", "N", "C", "H", "H", "H", "C", "C", "C", "H", "H", "C", "N", "H", "O", "H", "C", "C", "C", "F", "H", "C", "H", "H", "H", "H", "C", "C", "C", "H", "H", "O", "H", "O"], "coordinates": [[-0.13, 4.23, 4.93], [0.07, -0.48, -3.26], [-1.37, 3.28, 5.82], [1.05, -1.26, -0.08], [1.05, 0.98, 1.08], [-2.08, -2.48, -4.88], [0.26, 2.67, 5.80], [1.48, 1.91, 0.72], [-0.47, -1.28, -4.26], [-2.54, -1.48, -2.96], [-2.00, -0.64, -2.00], [0.67, -3.20, 0.51], [0.11, -1.56, -5.13], [2.42, -1.50, -0.59], [0.61, 0.12, -0.04], [0.15, -2.86, -1.12], [-0.46, 1.86, -1.03], [-3.55, -1.86, -2.87], [0.22, -2.44, -0.09], [-0.19, 0.68, -1.05], [-0.12, 1.29, 1.97], [1.32, -0.02, -3.39], [3.07, -0.67, -0.32], [-1.76, -1.80, -4.11], [1.87, 0.51, 1.65], [2.86, -2.41, -0.17], [2.43, -1.61, -1.68], [-0.73, -2.19, 0.31], [0.27, 2.22, 3.13], [-0.69, -0.16, -2.11], [-0.47, 3.20, 5.19], [-2.58, -0.28, -1.15], [-0.49, 0.39, 2.46], [1.40, 2.66, 3.24], [-0.95, 1.76, 1.46], [-0.74, 2.43, 4.02]], "gap_ev": 9.133, "charge": 0, "smiles": "COC(=O)CCN(C(=O)c1ccccc1F)N(C)C", "e_above_lowest_kcal_mol": 61.3}

=====

Number 1: F_max 3.740 eV/Å. Number 2: F_max 1.981 eV/Å. Number 3: F_max 6.340 eV/Å. Number 4: F_max 0.592 eV/Å. Number 5: F_max 3.000 eV/Å.